i) This record from OMol25 describes a single C4H5NO molecule. The level of theory is ωB97M-V/def2-TZVPD.

```
! RIJCOSX wB97M-V def2-TZVPD def2/J DEFGRID3
* xyz 0 1
H -1.94 0.25 -1.44
C -1.26 0.31 0.49
H 0.02 -0.96 1.62
O 0.72 0.94 1.77
C 0.93 -0.47 -0.25
C 0.14 -0.08 0.98
H 0.24 -0.61 -2.34
H 1.96 -0.79 -0.26
N -1.18 0.06 -0.81
C 0.10 -0.41 -1.29
H 0.26 1.75 1.52
*
```

Values from the calculation:
frontier orbital gap = 0.3436 Eh
E_HOMO = -8.8 eV

Computed Löwdin charges, given in elementary charges:
1 H 0.1251
2 C 0.0105
3 H 0.1484
4 O -0.0355
5 C -0.0254
6 C -0.4188
7 H 0.1085
8 H 0.1081
9 N -0.0186
10 C -0.0850
11 H 0.0827

---

ii) This record from OMol25 describes a single C4H5NO molecule. The level of theory is ωB97M-V/def2-TZVPD.

```
! RIJCOSX wB97M-V def2-TZVPD def2/J DEFGRID3
* xyz 0 1
H 0.09 -1.75 3.16
C 0.06 0.41 -0.86
H 1.88 1.33 -1.17
H -1.90 -0.01 -0.29
C -0.86 -0.17 -0.02
O -0.21 0.30 -2.17
N 1.17 1.08 -0.51
C -0.52 -0.73 1.22
C -0.19 -1.27 2.25
H 1.31 1.26 0.47
H -0.84 -0.44 -2.08
*
```

Values from the calculation:
frontier orbital gap = 0.3053 Eh
structure (SMILES) = C#C/C=C(\N)O
E_HOMO = -7.5 eV

Computed Löwdin charges, given in elementary charges:
1 H 0.0092
2 C -0.4686
3 H 0.1153
4 H 0.1065
5 C -0.1405
6 O 0.0765
7 N 0.1859
8 C -0.2021
9 C 0.0825
10 H 0.1175
11 H 0.1179

---

It comes down to ii), which is 0.253 eV more stable than the next structure.

---

i) This record from OMol25 describes a molecular structure, C30H34IrN3O3S. The level of theory is ωB97M-V/def2-TZVPD.

```
! RIJCOSX wB97M-V def2-TZVPD def2/J DEFGRID3
* xyz 3 2
C -3.63 0.32 -1.64
C -2.43 4.99 -0.25
C 2.19 0.74 -3.42
C 6.28 -1.80 2.71
H 3.41 2.08 -4.57
C 2.59 2.01 -3.88
H -1.98 5.94 -0.52
C 1.44 -3.07 2.96
H -5.45 1.35 -2.12
H -0.93 0.65 2.31
C -0.84 3.25 -1.24
C 3.18 0.01 1.46
C 2.88 1.34 0.82
H -0.11 -4.42 0.41
H -4.80 0.47 0.18
H 6.84 -1.87 1.77
H -0.99 -1.85 -1.97
H -0.70 -3.99 -1.18
C -3.26 -1.01 0.40
H 2.04 1.83 1.32
H 0.53 -3.00 2.39
C -1.84 -1.38 -1.50
H 2.62 1.20 -0.23
H -2.09 1.76 2.35
N -2.81 2.73 -0.03
C 3.83 -2.44 2.75
C -1.99 3.73 -0.52
C -2.45 -0.27 -2.15
C 2.18 -0.92 1.78
H 5.28 0.39 1.56
H -2.48 -4.90 1.10
C 2.50 -2.14 2.48
H -3.15 -4.37 -0.44
H 0.34 -2.86 -0.28
H 4.08 -3.37 3.25
H 2.71 -0.13 -3.78
C 0.72 -0.55 1.54
H 1.81 -4.09 2.97
S -3.89 4.93 0.62
H -3.52 -1.22 1.43
C 0.50 1.75 -2.11
C 4.85 -1.54 2.42
C -3.84 3.24 0.61
C -0.47 -3.59 -0.19
H -4.62 2.64 1.08
H 1.19 -2.80 3.99
H -4.37 1.09 -3.50
H -3.73 -3.65 1.07
O -1.36 1.44 1.81
C -4.41 1.33 -2.44
Ir -1.86 0.64 -0.28
C -1.71 -2.99 0.46
H -2.06 0.06 -3.10
H 0.87 -0.38 -2.15
H -1.48 -2.66 1.48
H 6.43 -2.71 3.28
N -0.59 1.95 -1.26
H 6.72 -0.96 3.26
C 0.90 3.00 -2.58
C -2.27 -1.81 -0.24
C 1.96 3.16 -3.46
C 4.49 -0.32 1.79
O 0.36 -0.27 0.36
H -4.00 2.34 -2.31
O -0.01 -0.53 2.56
C -3.98 -0.04 -0.31
H 3.75 1.99 0.89
H 0.03 4.92 -2.16
N 0.03 3.92 -2.00
C 1.15 0.59 -2.53
H 2.27 4.14 -3.82
C -2.85 -4.04 0.55
*
```

Values from the calculation:
frontier orbital gap (alpha / beta) = 0.2319 / 0.2065 Eh
E_HOMO (alpha / beta) = -16.7 / -16.7 eV

Computed Löwdin charges, given in elementary charges:
1 C -0.2818
2 C -0.2591
3 C -0.0391
4 C 0.0113
5 H 0.1261
6 C -0.0321
7 H 0.1065
8 C 0.0074
9 H 0.1121
10 H 0.0305
11 C -0.2351
12 C -0.1570
13 C -0.0002
14 H 0.0969
15 H 0.1447
16 H 0.1226
17 H 0.1348
18 H 0.1028
19 C -0.0784
20 H 0.0979
21 H 0.0511
22 C -0.0231
23 H 0.0782
24 H 0.0766
25 N -0.0800
26 C 0.0499
27 C -0.2852
28 C -0.1058
29 C 0.0543
30 H 0.1455
31 H 0.1050
32 C -0.1204
33 H 0.1052
34 H 0.0753
35 H 0.1442
36 H 0.1220
37 C -0.5573
38 H 0.1101
39 S 1.1969
40 H 0.1582
41 C -0.2018
42 C -0.1569
43 C -0.4085
44 C -0.0444
45 H 0.1019
46 H 0.1281
47 H 0.1128
48 H 0.0906
49 O -0.1315
50 C 0.0223
51 Ir 1.5480
52 C -0.3593
53 H 0.1548
54 H 0.0955
55 H 0.1406
56 H 0.1011
57 N 0.0164
58 H 0.1170
59 C -0.1509
60 C -0.1977
61 C 0.0249
62 C 0.0921
63 O -0.0829
64 H 0.0921
65 O 0.0408
66 C -0.0689
67 H 0.0963
68 H 0.1920
69 N 0.2255
70 C -0.0269
71 H 0.1318
72 C -0.0067

---

ii) This record from OMol25 describes a molecular structure, C30H34IrN3O3S. The level of theory is ωB97M-V/def2-TZVPD.

```
! RIJCOSX wB97M-V def2-TZVPD def2/J DEFGRID3
* xyz 3 2
H 1.15 0.63 -5.92
C 1.34 0.69 -3.76
C -3.97 -3.99 -0.42
H -0.83 0.39 3.25
H -5.58 -4.39 -1.73
H -0.20 2.19 4.85
H -2.69 2.51 2.01
H -1.31 3.31 4.05
C -0.71 -1.46 0.81
C -1.07 1.42 2.97
H -0.99 2.64 0.48
H -1.93 1.89 4.89
H -3.18 1.07 2.86
O 2.19 -1.17 1.01
H 1.38 -1.54 1.51
C 0.72 0.91 -2.53
C 1.11 3.07 0.28
C 2.39 3.10 0.88
H -5.75 -5.14 -0.12
C -5.04 -4.88 -0.91
C -2.89 -3.65 -1.31
S 6.27 0.02 -0.28
C 2.82 0.45 -2.14
O -0.42 -0.42 0.17
C 1.42 1.68 2.65
C -2.92 -2.66 1.30
C 5.28 -0.05 -1.66
H -2.35 1.66 -3.66
H 3.40 0.22 -4.15
N 3.84 0.66 -0.02
H 5.06 0.73 1.71
H 0.23 -2.64 -1.45
H -3.88 -2.10 3.12
C 0.66 0.80 -4.97
Ir 1.66 1.02 0.52
C -0.63 1.26 -2.46
C 4.02 0.32 -1.34
C -1.31 1.38 -3.66
N 2.67 0.40 -3.47
H -4.75 -3.71 1.57
H -2.37 -2.98 3.30
C 0.09 1.92 2.18
C -0.67 1.15 -4.89
H 4.27 4.10 1.02
H -2.38 0.92 1.30
H 1.57 1.06 3.52
H -4.61 -5.79 -1.33
C 2.51 2.33 2.07
H 4.05 3.20 -0.48
C -0.03 2.57 0.95
C 3.54 3.82 0.26
H -1.13 1.40 -1.51
N 1.68 0.74 -1.54
C -1.86 -2.82 -0.95
H 3.49 2.20 2.52
H -2.90 -4.09 -2.30
H -0.82 -1.51 -2.30
C 4.96 0.53 0.65
C -2.40 1.48 2.23
H 5.68 -0.36 -2.62
C -1.12 2.26 4.27
O -0.09 -1.91 1.80
H -0.79 -3.22 -2.77
H 3.19 4.72 -0.24
H 2.97 -1.33 1.56
C -0.75 -2.53 -1.92
H 0.98 3.53 -0.70
C -3.95 -3.46 0.88
C -2.88 -2.21 2.72
C -1.88 -2.29 0.35
H -1.24 1.25 -5.81
H -2.31 -1.30 2.86
*
```

Values from the calculation:
frontier orbital gap (alpha / beta) = 0.2332 / 0.1833 Eh
E_HOMO (alpha / beta) = -16.5 / -16.5 eV

Computed Löwdin charges, given in elementary charges:
1 H 0.1318
2 C -0.1515
3 C -0.1736
4 H 0.1419
5 H 0.1112
6 H 0.0896
7 H 0.1017
8 H 0.1044
9 C -0.6075
10 C -0.3564
11 H 0.1341
12 H 0.1046
13 H 0.0975
14 O -0.1277
15 H 0.0301
16 C -0.2032
17 C -0.1129
18 C -0.2878
19 H 0.0959
20 C -0.0194
21 C 0.0866
22 S 1.2016
23 C -0.2341
24 O -0.0707
25 C -0.0802
26 C -0.1166
27 C -0.2576
28 H 0.1223
29 H 0.1916
30 N -0.0873
31 H 0.1019
32 H 0.1089
33 H 0.1068
34 C 0.0247
35 Ir 1.5601
36 C -0.0262
37 C -0.2837
38 C -0.0390
39 N 0.2260
40 H 0.1571
41 H 0.1278
42 C -0.1979
43 C -0.0322
44 H 0.1128
45 H 0.0760
46 H 0.1591
47 H 0.1086
48 C -0.0761
49 H 0.0924
50 C -0.0297
51 C 0.0241
52 H 0.0970
53 N 0.0198
54 C -0.1246
55 H 0.1437
56 H 0.1460
57 H 0.0901
58 C -0.4081
59 C -0.0458
60 H 0.1070
61 C -0.0075
62 O 0.0256
63 H 0.1007
64 H 0.1135
65 H 0.0772
66 C 0.0315
67 H 0.1556
68 C 0.1118
69 C 0.0102
70 C 0.0116
71 H 0.1264
72 H 0.0587

---

It comes down to i), which is 0.471 eV more stable than the next structure.

---

i) This record from OMol25 describes 2 unconnected molecules or ions with the total composition C5H11N3. The level of theory is ωB97M-V/def2-TZVPD.

```
! RIJCOSX wB97M-V def2-TZVPD def2/J DEFGRID3
* xyz 0 1
C 0.93 0.10 1.38
H 0.12 2.26 -1.63
H 1.31 0.20 -0.73
H 2.66 -0.29 0.28
C 1.57 -0.40 0.14
H -0.41 0.98 -2.86
H 1.58 -2.48 0.75
H 1.65 -2.23 -1.00
N -2.15 0.41 1.18
C -0.28 1.28 -1.84
H 0.13 -2.01 -0.14
H -0.91 2.06 0.66
H -1.59 -0.11 -1.21
C -1.25 1.08 0.34
H -2.16 -0.59 1.04
N 0.68 0.27 2.49
N -1.13 0.76 -0.94
C 1.21 -1.88 -0.07
H -1.95 0.61 2.15
*
```

Values from the calculation:
frontier orbital gap (alpha / beta) = 0.2548 / 0.2548 Eh
E_HOMO (alpha / beta) = -6.1 / -6.1 eV

Computed Löwdin charges, given in elementary charges:
1 C -0.2752
2 H 0.0436
3 H 0.0537
4 H 0.1220
5 C -0.2389
6 H 0.0257
7 H 0.0784
8 H 0.0751
9 N 0.0515
10 C -0.1275
11 H 0.0607
12 H 0.1328
13 H 0.1557
14 C -0.2667
15 H 0.0773
16 N 0.1368
17 N -0.0789
18 C -0.0938
19 H 0.0675

---

ii) This record from OMol25 describes a single C5H11N3 molecule. The level of theory is ωB97M-V/def2-TZVPD.

```
! RIJCOSX wB97M-V def2-TZVPD def2/J DEFGRID3
* xyz 0 1
N -0.08 1.68 -1.25
H 2.11 0.31 2.10
H 3.15 -1.41 -0.05
N -2.34 0.75 -0.06
H -2.08 -1.79 -0.45
H -2.63 1.12 0.84
C 1.54 -0.02 0.06
N -1.15 0.01 0.11
C 1.46 0.58 1.28
H -2.20 1.51 -0.72
H 0.87 1.47 1.42
C -1.45 -1.39 0.35
H 0.50 2.27 -0.66
H -1.99 -1.50 1.29
C -0.06 0.40 -0.85
C 2.45 -0.77 -0.57
H -0.01 -0.35 -1.65
H 2.43 -0.92 -1.64
H -0.53 -1.96 0.42
*
```

Values from the calculation:
frontier orbital gap (alpha / beta) = 0.2689 / 0.2281 Eh
E_HOMO (alpha / beta) = -7.7 / -7.5 eV

Computed Löwdin charges, given in elementary charges:
1 N 0.1566
2 H 0.0585
3 H 0.0592
4 N 0.0200
5 H 0.0756
6 H 0.0783
7 C -0.2956
8 N -0.2730
9 C 0.0329
10 H 0.0636
11 H 0.0531
12 C -0.0879
13 H 0.0603
14 H 0.0792
15 C -0.3520
16 C 0.0237
17 H 0.1176
18 H 0.0552
19 H 0.0746

---

iii) This record from OMol25 describes a molecular structure, C5H11N3. The level of theory is ωB97M-V/def2-TZVPD.

```
! RIJCOSX wB97M-V def2-TZVPD def2/J DEFGRID3
* xyz 0 1
H -2.57 0.71 -0.13
H 2.74 0.83 0.76
H 1.80 -1.19 2.35
C -1.02 -0.50 -2.24
N 1.33 -1.42 1.49
H -2.01 0.85 1.54
C -1.69 0.87 0.50
H -1.31 1.88 0.29
C 1.65 0.90 0.83
H -0.43 -0.95 -3.03
H 0.95 -2.34 1.30
C 1.04 -0.45 0.56
N -0.69 -0.15 0.27
H 1.39 1.27 1.82
H -1.25 0.53 -2.53
N 0.97 -0.92 -0.78
C -0.26 -0.51 -0.96
H 1.31 1.63 0.09
H -1.96 -1.04 -2.14
*
```

Values from the calculation:
frontier orbital gap = 0.3342 Eh
E_HOMO = -8.1 eV

Computed Löwdin charges, given in elementary charges:
1 H 0.0776
2 H 0.0845
3 H 0.0953
4 C -0.0164
5 N 0.1338
6 H 0.0729
7 C -0.1092
8 H 0.0722
9 C -0.0241
10 H 0.0781
11 H 0.1025
12 C -0.5179
13 N -0.0288
14 H 0.0817
15 H 0.0814
16 N 0.1108
17 C -0.4574
18 H 0.0813
19 H 0.0818

---

It comes down to iii), which is 1.783 eV more stable than the next structure.